The following is a DFT calculation (ωB97M-V/def2-TZVPD) of a single C13H12BrN3O molecule.

Last column: Mulliken charge in e.
Atoms and positions in Å:
1 O 1.940 3.413 -0.534  -0.69
2 C 1.107 2.544 -0.378  0.28
3 N -0.025 2.519 -1.141  -0.12
4 H 0.024 3.250 -1.837  0.28
5 C -0.875 1.399 -1.492  -1.00
6 C -0.184 0.057 -1.498  0.95
7 N 1.099 0.039 -1.825  -0.41
8 C 1.735 -1.119 -1.836  -0.42
9 C 1.126 -2.325 -1.530  -0.44
10 C -0.222 -2.312 -1.208  -0.39
11 C -0.892 -1.102 -1.191  -0.75
12 H -1.940 -1.051 -0.939  0.40
13 H -0.742 -3.228 -0.968  0.43
14 H 1.688 -3.246 -1.545  0.41
15 H 2.782 -1.067 -2.105  0.42
16 H -1.257 1.584 -2.501  0.48
17 H -1.740 1.345 -0.819  0.37
18 N 1.298 1.584 0.598  -0.04
19 C 0.408 0.726 1.219  0.20
20 C 0.846 -0.534 1.632  -0.54
21 C -0.025 -1.418 2.233  -0.60
22 C -1.341 -1.038 2.440  0.04
23 C -1.780 0.229 2.095  -0.60
24 C -0.904 1.112 1.497  -0.16
25 H -1.221 2.116 1.260  0.60
26 H -2.797 0.525 2.302  0.45
27 Br -2.561 -2.275 3.223  -0.20
28 H 0.311 -2.398 2.533  0.44
29 H 1.872 -0.822 1.460  0.39
30 H 2.270 1.494 0.856  0.23

The spin multiplicity is 1. As for the HOMO-LUMO gap: 9.13 eV. The value obtained for the energy above the lowest of the compared OMol25 structures with the same formula, charge and spin is 9.8 kcal per mole. The net charge is 0. The LUMO energy is 0.652 eV. As for the structure (SMILES): O=C(NCc1ccccn1)Nc1ccc(Br)cc1. The total energy comes out at -3316.14311 Eh.